# 1
# C46H97N9O10

A cluster of 9 separate species, C46H97N9O10 in total (ωB97M-V with the def2-TZVPD basis set, OMol25).

Atoms and positions in Å:
1 C 21.65 21.07 -18.28
2 C 21.52 22.61 -18.12
3 C 22.68 23.47 -18.58
4 C 22.57 24.92 -18.32
5 N 22.52 26.05 -18.14
6 H 21.77 20.87 -19.35
7 H 20.72 20.66 -17.89
8 H 22.50 20.68 -17.72
9 H 21.25 22.80 -17.08
10 H 20.67 22.97 -18.71
11 H 22.70 23.45 -19.67
12 H 23.65 23.06 -18.33
13 C 18.53 24.91 -18.87
14 O 18.56 24.02 -17.76
15 C 17.60 24.32 -16.75
16 C 17.98 23.61 -15.47
17 N 17.67 22.18 -15.41
18 C 16.21 21.92 -15.44
19 C 16.03 20.41 -15.72
20 O 16.58 20.11 -17.04
21 C 16.23 18.85 -17.58
22 H 19.45 24.76 -19.43
23 H 18.37 25.94 -18.55
24 H 17.74 24.76 -19.61
25 H 16.59 24.13 -17.11
26 H 17.73 25.37 -16.49
27 H 17.39 24.14 -14.72
28 H 19.01 23.78 -15.17
29 H 18.09 21.70 -16.20
30 H 15.67 22.43 -16.24
31 H 15.73 22.22 -14.51
32 H 14.98 20.17 -15.61
33 H 16.57 19.82 -14.97
34 H 16.90 18.09 -17.18
35 H 16.20 18.76 -18.67
36 H 15.25 18.42 -17.39
37 C 25.96 25.72 -18.55
38 O 26.96 25.25 -17.68
39 C 28.09 26.10 -17.78
40 C 29.11 25.87 -16.62
41 N 29.78 24.54 -16.78
42 C 30.77 24.16 -15.69
43 C 31.94 25.11 -15.58
44 O 31.67 26.14 -14.61
45 C 32.44 27.29 -14.82
46 H 25.07 25.10 -18.65
47 H 26.29 25.96 -19.56
48 H 25.63 26.70 -18.22
49 H 27.83 27.16 -17.67
50 H 28.62 25.98 -18.72
51 H 28.57 25.93 -15.68
52 H 29.96 26.54 -16.70
53 H 29.09 23.82 -16.94
54 H 31.07 23.16 -15.97
55 H 30.17 24.00 -14.79
56 H 32.16 25.49 -16.58
57 H 32.85 24.56 -15.33
58 H 32.18 28.05 -14.08
59 H 32.14 27.61 -15.82
60 H 33.50 27.06 -14.71
61 C 24.44 20.97 -20.77
62 O 24.30 20.30 -19.57
63 C 24.61 18.92 -19.74
64 C 24.50 18.32 -18.38
65 N 23.10 18.08 -18.02
66 C 23.01 17.42 -16.76
67 C 21.58 17.34 -16.20
68 O 21.09 18.67 -16.09
69 C 19.79 18.83 -15.58
70 H 24.09 22.00 -20.69
71 H 23.96 20.46 -21.60
72 H 25.50 21.13 -20.94
73 H 25.58 18.76 -20.19
74 H 23.88 18.45 -20.39
75 H 24.98 18.93 -17.62
76 H 25.09 17.40 -18.36
77 H 22.68 18.99 -17.93
78 H 23.58 17.97 -16.01
79 H 23.40 16.41 -16.71
80 H 21.51 16.87 -15.21
81 H 21.05 16.81 -16.99
82 H 19.48 19.87 -15.46
83 H 19.64 18.34 -14.62
84 H 19.07 18.44 -16.30
85 C 21.05 28.43 -19.55
86 O 20.41 29.72 -19.52
87 C 21.00 30.76 -20.29
88 C 20.21 31.98 -20.06
89 N 20.29 32.37 -18.66
90 C 19.40 33.51 -18.38
91 C 19.66 33.92 -16.88
92 O 19.17 32.89 -16.04
93 C 19.65 33.05 -14.71
94 H 20.46 27.82 -18.86
95 H 22.07 28.40 -19.17
96 H 21.02 27.94 -20.53
97 H 21.02 30.49 -21.35
98 H 22.06 30.94 -20.12
99 H 19.16 31.81 -20.32
100 H 20.55 32.87 -20.58
101 H 20.00 31.64 -18.03
102 H 18.33 33.32 -18.52
103 H 19.59 34.34 -19.05
104 H 19.10 34.83 -16.67
105 H 20.70 34.18 -16.69
106 H 19.11 32.44 -13.99
107 H 19.53 34.06 -14.33
108 H 20.73 32.86 -14.72
109 C 24.26 21.11 -14.75
110 O 25.62 21.03 -15.10
111 C 25.93 21.86 -16.23
112 C 27.46 21.82 -16.55
113 N 27.80 22.49 -17.77
114 C 27.46 21.71 -18.95
115 C 28.33 22.07 -20.17
116 O 27.82 23.29 -20.65
117 C 28.72 23.90 -21.53
118 H 24.15 20.38 -13.95
119 H 23.56 20.80 -15.53
120 H 23.96 22.10 -14.38
121 H 25.61 22.90 -16.22
122 H 25.50 21.45 -17.15
123 H 27.71 20.77 -16.63
124 H 27.96 22.20 -15.66
125 H 27.36 23.40 -17.73
126 H 26.42 21.90 -19.20
127 H 27.57 20.63 -18.87
128 H 28.18 21.30 -20.93
129 H 29.39 22.17 -19.96
130 H 29.56 24.32 -20.99
131 H 28.33 24.74 -22.10
132 H 29.11 23.22 -22.30
133 N 23.69 25.31 -21.52
134 C 22.40 24.85 -21.75
135 C 22.50 23.67 -22.47
136 C 23.84 23.51 -22.81
137 C 24.53 24.57 -22.28
138 H 23.86 26.20 -21.06
139 H 21.55 25.32 -21.27
140 H 21.66 23.02 -22.68
141 H 24.27 22.73 -23.42
142 H 25.57 24.87 -22.29
143 N 17.80 18.26 -20.82
144 C 18.02 17.15 -21.57
145 C 19.13 16.48 -20.98
146 C 19.65 17.23 -19.93
147 C 18.79 18.34 -19.85
148 H 17.19 19.04 -21.01
149 H 17.42 16.89 -22.43
150 H 19.54 15.52 -21.28
151 H 20.47 17.00 -19.27
152 H 18.81 19.15 -19.15
153 N 21.08 18.72 -22.16
154 C 21.51 19.96 -22.43
155 C 22.12 19.95 -23.67
156 C 21.97 18.65 -24.20
157 C 21.29 17.89 -23.23
158 H 20.61 18.48 -21.30
159 H 21.36 20.84 -21.83
160 H 22.57 20.72 -24.28
161 H 22.33 18.33 -25.16
162 H 20.95 16.86 -23.22

Its charge is 0. The orbital gap comes out at 8.37 eV.

---

# 2
# C16H26Br2F9IN2O4P2S2

A structure of composition C16H26Br2F9IN2O4P2S2 (ωB97M-V with the def2-TZVPD basis set, OMol25).

Atoms and positions in Å:
1 C 3.79 -0.59 2.50
2 C 4.28 -1.82 1.51
3 C 2.93 -2.72 1.13
4 C 2.98 -3.06 -0.49
5 N 1.64 -2.96 -1.19
6 C 1.00 -1.60 -1.07
7 C 2.08 -0.38 -1.18
8 C 1.47 1.09 -1.54
9 C 1.58 2.02 -0.15
10 C 0.56 3.28 -0.38
11 C 0.77 4.52 0.72
12 F 2.18 4.61 1.16
13 F 0.57 5.77 -0.13
14 C -0.37 4.62 1.87
15 F -1.74 4.14 1.44
16 F -0.57 6.09 2.14
17 S -0.02 3.82 3.51
18 F 1.27 4.88 3.92
19 F 0.99 2.60 2.89
20 F -1.37 2.74 3.25
21 F -1.16 4.92 4.22
22 F 0.16 3.10 5.06
23 O -0.08 -1.43 -2.06
24 C -1.23 -2.30 -1.80
25 N -1.58 -2.93 -3.17
26 C -0.50 -2.77 -4.03
27 S 0.50 -2.17 -5.30
28 C -2.62 -1.46 -1.39
29 I -2.15 0.32 -0.22
30 O -3.70 -2.32 -0.90
31 C -3.85 -2.37 0.55
32 Br -2.25 -3.04 1.57
33 P -5.22 -3.72 0.86
34 O -6.78 -2.91 0.71
35 Br -4.85 -4.37 3.01
36 P -3.26 -0.79 -3.10
37 C -2.53 0.95 -3.45
38 O -5.02 -0.54 -2.98
39 H 4.51 0.35 2.42
40 H 2.73 -0.21 2.15
41 H 3.68 -1.02 3.59
42 H 5.11 -2.50 2.00
43 H 4.74 -1.29 0.55
44 H 1.94 -2.20 1.49
45 H 3.06 -3.73 1.74
46 H 3.87 -2.51 -1.06
47 H 3.28 -4.22 -0.54
48 H 1.06 -3.73 -0.75
49 H 0.50 -1.52 0.00
50 H 2.69 -0.25 -0.16
51 H 2.89 -0.65 -1.99
52 H 0.35 1.13 -1.85
53 H 2.12 1.60 -2.41
54 H 1.23 1.27 0.71
55 H 2.69 2.37 -0.02
56 H -0.55 2.92 -0.47
57 H 0.84 3.73 -1.45
58 H -1.03 -3.21 -1.10
59 H -4.34 -1.39 1.03
60 H -7.03 -2.55 1.64
61 H -2.58 1.25 -4.60
62 H -1.41 1.05 -3.13
63 H -3.12 1.80 -2.85
64 H -5.16 0.28 -2.41

Its charge is 0. The orbital gap comes out at 5.88 eV.

---

# 3
# C18H33BrFNO11S

A structure of composition C18H33BrFNO11S (ωB97M-V with the def2-TZVPD basis set, OMol25).

Atoms and positions in Å:
1 C 2.20 -1.23 2.66
2 C 1.37 -1.41 1.38
3 C 1.15 -0.08 0.65
4 Br 2.84 0.36 -0.24
5 C -0.02 -0.12 -0.31
6 C -1.34 -0.18 0.50
7 C -2.20 1.06 0.48
8 C -1.88 2.14 1.43
9 O -2.99 1.24 1.64
10 O 0.06 -1.41 -1.04
11 S -0.73 -1.34 -2.41
12 O -1.93 -2.07 -2.32
13 O 0.19 -1.53 -3.47
14 O -1.08 0.23 -2.33
15 C -0.02 0.79 -1.55
16 C -0.08 2.30 -1.47
17 O -1.09 2.92 -1.58
18 N 1.17 2.92 -1.29
19 C 1.28 3.70 -0.12
20 O 0.84 3.43 0.95
21 F 2.02 4.79 -0.34
22 H 1.61 -1.45 3.55
23 H 3.07 -1.89 2.66
24 H 2.58 -0.21 2.75
25 H 0.40 -1.84 1.64
26 H 1.87 -2.10 0.71
27 H 0.96 0.71 1.38
28 H -1.93 -1.03 0.15
29 H -1.08 -0.31 1.56
30 H -2.62 1.34 -0.46
31 H -2.23 3.13 1.18
32 H -1.06 2.00 2.12
33 H 0.91 0.53 -2.07
34 H 1.97 2.31 -1.45
35 C 4.55 0.42 -6.34
36 O 3.59 0.00 -5.41
37 C 2.34 -0.34 -5.99
38 C 2.15 -1.83 -6.13
39 O 3.06 -2.40 -7.07
40 C 4.16 -3.05 -6.47
41 H 5.51 0.48 -5.82
42 H 4.64 -0.28 -7.18
43 H 4.31 1.41 -6.74
44 H 2.23 0.14 -6.97
45 H 1.55 0.04 -5.33
46 H 1.14 -2.03 -6.50
47 H 2.26 -2.32 -5.16
48 H 3.86 -3.98 -5.99
49 H 4.65 -2.41 -5.73
50 H 4.87 -3.28 -7.27
51 C -2.86 -1.45 6.86
52 O -2.37 -0.56 5.86
53 C -3.22 -0.46 4.73
54 C -4.06 0.80 4.76
55 O -5.00 0.78 5.82
56 C -4.61 1.56 6.93
57 H -2.24 -1.31 7.74
58 H -3.90 -1.23 7.11
59 H -2.78 -2.49 6.53
60 H -3.87 -1.34 4.66
61 H -2.59 -0.43 3.84
62 H -4.62 0.86 3.82
63 H -3.41 1.68 4.82
64 H -4.67 2.63 6.70
65 H -3.60 1.33 7.25
66 H -5.30 1.34 7.74

Its charge is 0. The orbital gap comes out at 9.24 eV.

---

# 4
# CH5AgO2

A structure of composition CH5AgO2 (ωB97M-V with the def2-TZVPD basis set, OMol25).

Atoms and positions in Å:
1 C -0.59 0.11 -0.94
2 H -1.56 0.55 -1.21
3 H 0.09 0.18 -1.82
4 H -0.80 -0.98 -0.88
5 O -0.02 0.85 0.19
6 Ag 1.39 2.21 0.30
7 H 0.15 -0.21 1.32
8 O 0.24 -1.20 1.65
9 H 1.11 -1.51 1.39

Its charge is -1. The orbital gap (alpha / beta) comes out at 5.75 / 8.38 eV. As for the expectation value of S²: 0.7524. Its spin multiplicity is 2.

---

# 5
# C4H5I

A cluster of 2 separate species, C4H5I in total (ωB97M-V with the def2-TZVPD basis set, OMol25).

Atoms and positions in Å:
1 C 1.16 0.10 0.19
2 C 0.96 1.37 0.55
3 C 1.36 -1.00 -0.83
4 C 0.85 -1.29 0.42
5 I -4.11 0.33 0.11
6 H 0.71 1.65 1.61
7 H 1.23 2.27 -0.04
8 H -4.68 -0.16 -1.35
9 H 1.81 -1.23 -1.77
10 H 0.72 -2.03 1.11

Its charge is 0. The orbital gap comes out at 8.74 eV.

---

# 6
# C34H28N8O2Sn

A structure of composition C34H28N8O2Sn (ωB97M-V with the def2-TZVPD basis set, OMol25).

Atoms and positions in Å:
1 Sn 0.53 -0.62 1.28
2 N -0.19 -4.55 -1.91
3 C 0.31 -3.78 -0.95
4 N -0.33 -2.82 -0.35
5 C -1.67 -2.62 -0.66
6 N -2.43 -1.85 0.04
7 N -1.82 -1.23 1.11
8 C -2.60 -0.86 2.03
9 C -2.04 -0.22 3.24
10 C -2.84 0.11 4.31
11 C -2.26 0.64 5.45
12 C -0.89 0.82 5.49
13 C -0.15 0.48 4.37
14 N -0.71 -0.03 3.27
15 C -2.25 -3.34 -1.80
16 C -3.55 -3.12 -2.25
17 C -4.08 -3.89 -3.26
18 C -3.31 -4.90 -3.84
19 C -2.02 -5.14 -3.41
20 C -1.50 -4.35 -2.39
21 H 0.35 -5.31 -2.29
22 H 1.35 -3.97 -0.68
23 H -3.66 -1.06 1.98
24 H -3.91 -0.05 4.25
25 H -2.87 0.90 6.31
26 H -0.40 1.21 6.37
27 H 0.93 0.59 4.36
28 H -4.14 -2.34 -1.78
29 H -5.09 -3.72 -3.60
30 H -3.73 -5.52 -4.63
31 H -1.42 -5.92 -3.86
32 O 1.65 -0.27 -1.33
33 C 2.54 -1.19 -1.83
34 C 3.64 -1.69 -1.16
35 C 4.41 -2.60 -1.87
36 C 4.09 -2.98 -3.19
37 C 2.98 -2.46 -3.82
38 C 2.19 -1.56 -3.11
39 C 1.03 -0.80 -3.40
40 N 0.72 -0.06 -2.37
41 N -0.20 0.88 -2.27
42 C -0.61 1.38 -1.10
43 O -0.37 0.92 0.06
44 C -1.49 2.57 -1.17
45 C -1.96 3.11 -2.37
46 C -2.76 4.24 -2.37
47 C -3.09 4.85 -1.16
48 C -2.63 4.33 0.04
49 C -1.83 3.19 0.03
50 H 3.90 -1.39 -0.16
51 H 5.29 -3.03 -1.40
52 H 4.73 -3.68 -3.70
53 H 2.74 -2.72 -4.85
54 H 0.42 -0.74 -4.29
55 H -1.71 2.63 -3.31
56 H -3.12 4.65 -3.30
57 H -3.71 5.74 -1.16
58 H -2.89 4.80 0.98
59 H -1.47 2.77 0.96
60 C 4.17 4.82 3.32
61 C 3.39 3.66 2.77
62 C 4.03 2.59 2.15
63 C 3.29 1.51 1.73
64 N 1.96 1.44 1.83
65 C 1.33 2.50 2.37
66 C 2.00 3.61 2.86
67 H 4.96 5.13 2.63
68 H 4.67 4.51 4.25
69 H 3.53 5.67 3.54
70 H 5.10 2.59 2.02
71 H 3.78 0.65 1.29
72 H 0.24 2.46 2.39
73 H 1.45 4.42 3.31

Its charge is +2. The orbital gap comes out at 7.53 eV.

---

# 7
# C19H20N4O3S

An isolated molecule of C19H20N4O3S (ωB97M-V with the def2-TZVPD basis set, OMol25).

Atoms and positions in Å:
1 C 1.70 6.73 2.87
2 C 2.15 5.46 3.55
3 H 3.23 5.30 3.44
4 H 1.92 5.48 4.62
5 O 1.46 4.36 2.96
6 C 1.81 3.14 3.37
7 O 2.64 2.93 4.21
8 C 1.00 2.08 2.65
9 C 1.50 0.69 3.02
10 H 1.53 0.55 4.10
11 H 2.50 0.52 2.60
12 S 0.42 -0.63 2.39
13 C 0.74 -0.47 0.69
14 N 1.49 0.43 0.13
15 N 1.46 0.22 -1.19
16 C 0.69 -0.81 -1.43
17 N 0.19 -1.30 -0.25
18 C -0.74 -2.34 -0.03
19 C -0.45 -3.37 0.84
20 C -1.37 -4.38 1.04
21 C -2.57 -4.36 0.36
22 C -2.87 -3.34 -0.52
23 C -1.97 -2.30 -0.72
24 O -2.16 -1.24 -1.54
25 C -3.30 -1.22 -2.37
26 H -4.22 -1.18 -1.78
27 H -3.33 -2.10 -3.03
28 H -3.21 -0.32 -2.97
29 H -3.82 -3.34 -1.04
30 H -3.29 -5.16 0.50
31 H -1.14 -5.18 1.73
32 H 0.49 -3.37 1.36
33 C 0.43 -1.34 -2.75
34 C 0.45 -0.48 -3.85
35 C 0.19 -1.00 -5.11
36 C -0.11 -2.35 -5.22
37 N -0.11 -3.18 -4.19
38 C 0.17 -2.69 -2.99
39 H 0.18 -3.42 -2.19
40 H -0.35 -2.80 -6.17
41 H 0.20 -0.36 -5.98
42 H 0.68 0.56 -3.70
43 H 1.09 2.23 1.57
44 H -0.05 2.20 2.93
45 H 1.93 6.69 1.81
46 H 2.21 7.58 3.31
47 H 0.63 6.87 2.99

Its charge is 0. The orbital gap comes out at 8.77 eV.